No. 1
19
Properties=species:S:1:pos:R:3:forces:R:3:lowdin_charge:R:1 method="wB97M-V/def2-TZVPD" total_energy_ha=-890.5072 de_lowest_kj_mol=316.4 max_force_ev_per_a=4.36 orbital_gap_ev="5.76 / 6.57" e_homo_ev="-7.859 / -8.059"
C -1.1927 1.7570 -1.8504 -0.5 1.5 -0.1 -0.055
C 0.0279 -0.6941 0.0082 -0.2 1.5 -0.2 -0.357
C 0.5507 -1.0824 1.2225 0.0 -0.4 -0.4 -0.168
C -2.1143 0.8510 -1.7245 2.1 -2.0 1.0 -0.033
C 0.5176 0.7426 -0.2145 1.7 -1.0 1.6 -0.177
C 0.6714 -2.3861 1.8252 0.2 0.5 0.2 -0.267
C 0.2916 1.6847 -1.3946 -1.3 -1.4 0.0 -0.087
C 1.2729 0.0848 1.7684 1.7 -1.0 3.9 -0.236
N 1.2415 1.0900 0.8213 -1.1 2.3 -2.7 0.075
N -0.7451 -1.1259 -0.9945 -0.9 1.8 -1.3 -0.498
O 1.2738 -2.6135 2.8507 0.3 0.3 0.7 0.031
F -3.2615 0.3057 -1.8301 0.6 0.8 -0.3 0.134
I -2.0311 -2.6275 -0.9305 -0.2 -0.7 0.4 0.841
H -1.3944 2.7342 -2.3828 -0.3 -1.1 0.6 0.148
H 0.2789 -3.2211 1.3091 -0.9 -1.1 -1.0 0.073
H 0.7399 1.5805 -2.3868 0.7 -1.2 0.4 0.124
H 0.7075 2.6098 -1.0882 -0.3 1.3 0.5 0.098
H 0.7761 0.3839 2.7966 0.6 -0.1 -2.0 0.176
H 2.3891 -0.0737 2.1948 -2.3 0.0 -1.3 0.180

No. 2
54
Properties=species:S:1:pos:R:3:forces:R:3:mulliken_spin:R:1 method="wB97M-V/def2-TZVPD" total_energy_ha=-2520.6469 total_charge=+2 max_force_ev_per_a=1.72 orbital_gap_ev="5.76 / 5.96" spin_multiplicity=4 e_homo_ev="-14.519 / -14.521"
C 5.3495 -1.7119 -1.3351 1.6 -0.6 -0.4 0.049
C 5.1995 -3.1252 -1.8880 -0.8 0.2 0.2 0.002
C 5.8720 -0.7404 -2.3840 -0.8 0.3 0.1 0.001
C 6.1821 -1.6677 -0.0589 -0.8 0.2 0.3 0.002
Cl 3.5119 -1.1698 -0.7983 1.1 -0.4 -0.2 0.011
H 6.8815 -1.0547 -2.6854 -0.3 0.0 0.2 0.002
H 5.9291 0.2796 -1.9881 0.1 -0.2 -0.1 0.000
H 5.2299 -0.7285 -3.2729 0.2 -0.1 0.1 0.000
H 6.1838 -3.5474 -2.1354 -0.2 0.3 0.1 0.001
H 4.5829 -3.1142 -2.7937 0.2 -0.1 0.1 0.001
H 4.7120 -3.7712 -1.1482 0.2 0.0 -0.2 0.001
H 7.1921 -2.0488 -0.2591 -0.3 0.1 -0.1 0.002
H 5.7193 -2.2808 0.7238 0.2 0.0 -0.2 0.001
H 6.2613 -0.6404 0.3118 0.1 -0.2 -0.1 0.000
C -0.7029 0.1639 -1.3909 -0.5 0.1 -0.9 -0.089
C 0.1947 0.8480 -2.2983 0.0 -0.9 -0.8 -0.104
C 1.1929 -0.1042 -2.7263 -1.2 -0.6 -0.1 -0.075
H 0.0776 1.8617 -2.6806 0.1 -0.3 0.3 0.002
C 0.8630 -1.3808 -2.1067 -0.5 0.6 -0.7 0.051
C -0.2968 -1.2008 -1.2952 0.3 0.1 -0.8 -0.098
H -0.8447 -1.9918 -0.7907 0.3 0.3 0.3 -0.004
H -1.6249 0.5730 -0.9837 0.4 -0.2 0.1 0.001
H 1.9751 0.0663 -3.4713 -0.2 0.0 0.5 -0.006
H 1.3614 -2.3352 -2.2741 0.0 0.5 0.1 0.006
C 0.9312 0.5108 1.4771 0.5 1.2 0.1 -0.114
C 0.2809 1.5185 0.6800 0.4 0.6 0.7 -0.089
C 1.2993 2.2371 -0.0585 0.1 0.2 0.7 -0.104
H -0.7716 1.7780 0.7670 0.3 -0.3 -0.3 0.002
C 2.5740 1.6717 0.2783 -0.4 0.2 1.1 -0.052
C 2.3390 0.6586 1.2812 -0.2 0.6 -0.2 0.055
H 3.1127 0.1424 1.8380 -0.1 -0.2 -0.3 0.006
H 0.4203 -0.1185 2.1963 0.0 -0.2 -0.3 -0.007
H 1.1327 3.1303 -0.6689 0.1 -0.6 0.1 -0.001
H 3.5546 2.0406 -0.0509 -0.6 -0.4 0.0 -0.003
Mn 1.2698 0.1897 -0.6231 0.5 -0.6 0.5 3.552
O -2.3337 -0.2275 1.3575 0.4 0.4 -0.4 -0.001
C -3.3975 0.4009 1.3347 -0.7 0.4 0.2 0.000
C -4.5670 0.0056 0.4355 1.0 0.1 -0.2 0.000
C -5.7374 -0.5474 1.2228 -0.5 -0.1 0.2 0.000
C -6.6481 0.5428 1.7914 -0.1 -0.3 -0.1 0.000
C -5.9926 1.4672 2.8086 -0.1 0.0 0.1 0.000
C -4.8143 2.2809 2.2956 -0.1 0.3 -0.1 0.000
N -3.5949 1.4902 2.1258 0.8 -0.2 -0.4 0.000
H -4.8460 0.8888 -0.1615 -0.1 -0.2 0.2 0.000
H -4.1941 -0.7591 -0.2558 0.0 0.2 0.2 0.000
H -6.3205 -1.1843 0.5502 0.0 0.1 0.1 0.000
H -5.3712 -1.2010 2.0268 0.0 0.1 -0.1 0.000
H -7.0413 1.1275 0.9471 0.0 0.0 0.2 0.000
H -7.4974 0.0456 2.2700 0.0 0.2 -0.1 0.000
H -6.7478 2.1655 3.1816 0.1 0.0 0.0 0.000
H -5.6427 0.8900 3.6705 -0.1 0.0 0.0 0.000
H -5.0709 2.8154 1.3657 0.1 -0.2 0.2 0.000
H -4.5681 3.0433 3.0440 0.0 -0.1 -0.2 0.000
H -2.7600 1.8178 2.6024 -0.4 -0.3 0.1 0.000

No. 3
16
Properties=species:S:1:pos:R:3:forces:R:3:lowdin_charge:R:1 method="wB97M-V/def2-TZVPD" total_energy_ha=-267.8488 de_lowest_kj_mol=201.0 max_force_ev_per_a=1.74 orbital_gap_ev=9.06 smiles="C=CN.C=NC" e_homo_ev=-8.098
C -2.1245 0.8951 1.5497 0.4 -0.3 0.4 -0.040
C -0.7969 0.7092 1.5404 -0.8 -0.8 -0.7 -0.317
N 0.0114 0.1598 2.5128 -1.5 0.9 -0.1 0.049
H -2.7310 0.6086 2.4014 0.0 0.2 0.1 0.038
H -2.6345 1.2198 0.6572 0.1 0.1 0.0 0.031
H -0.3129 0.7948 0.5737 0.3 0.5 0.2 0.075
H -0.4219 -0.2309 3.3366 0.6 0.0 -0.2 0.094
H 0.9306 -0.0109 2.2130 1.0 -0.6 0.4 0.061
C -0.2133 -0.6403 -1.7105 -0.1 0.2 -0.2 -0.095
N 0.8217 -0.0273 -2.0801 0.1 -0.1 0.3 -0.082
C 2.0597 -0.7561 -1.9669 0.9 0.0 0.2 -0.169
H -1.1611 -0.1279 -1.7896 -0.3 0.0 0.0 0.064
H -0.2006 -1.6639 -1.3316 0.0 -0.1 0.1 0.077
H 2.3837 -1.0160 -2.9741 0.1 -0.2 0.0 0.077
H 2.0509 -1.6285 -1.2999 -0.5 -0.3 -0.4 0.069
H 2.8681 -0.1611 -1.5349 -0.2 0.5 -0.2 0.069

No. 4
12
Properties=species:S:1:pos:R:3:forces:R:3:lowdin_charge:R:1 method="wB97M-V/def2-TZVPD" total_energy_ha=-410.8074 de_lowest_kj_mol=514.2 max_force_ev_per_a=8.92 orbital_gap_ev=8.23 e_homo_ev=-8.321
H 0.8901 -2.3811 0.6795 1.4 3.1 -2.0 0.124
N 1.4490 -1.5718 0.0925 -0.6 -1.5 1.7 0.090
C 0.9204 -0.4164 0.1370 1.4 -1.5 -0.3 -0.386
N 1.5378 0.8134 -0.4422 -1.0 -1.9 0.5 0.055
C 0.4340 1.7706 -0.3920 -1.1 -7.2 5.1 -0.037
N -0.6264 1.2381 0.3677 2.6 5.9 -3.1 0.076
C -0.4567 -0.0892 0.5871 -1.0 1.0 -2.8 -0.343
N -1.4301 -0.8929 0.2999 3.5 -3.9 0.5 -0.017
O -2.6777 -0.5947 0.2660 -4.3 0.6 -1.1 -0.030
H 2.6104 0.7437 -0.7413 -3.6 0.7 0.7 0.197
H 0.6473 2.7225 -0.6666 -0.2 2.8 -0.8 0.070
H -3.2981 -1.3423 -0.1875 3.0 2.0 1.7 0.201